No. 1
DFT (wB97M-V/def2-TZVPD) results for C24H58B3F4N5O5V as an isolated structure in a non-equilibrium geometry.

The geometry in ORCA input format:
```
! RIJCOSX wB97M-V def2-TZVPD def2/J DEFGRID3
* xyz 3 1
O -1.864 -0.083 -1.530
V -0.672 0.992 -1.627
O -0.498 1.747 -0.219
B -1.061 2.466 -3.374
H -1.946 1.740 -3.174
H -1.425 3.334 -4.124
H -0.597 2.937 -2.428
H -0.137 1.870 -3.904
B 1.085 -0.240 -2.528
H 1.245 0.906 -2.458
H 0.190 -0.401 -3.248
H 2.075 -0.810 -2.914
H 0.852 -0.734 -1.488
C -1.582 3.055 2.576
N -0.090 3.050 2.660
C 0.512 4.043 2.019
C 1.847 4.264 2.166
C 2.615 3.376 2.932
C 1.987 2.304 3.524
C 0.611 2.157 3.397
C 4.085 3.571 3.043
C 4.776 3.109 4.174
C 6.142 3.156 4.197
N 6.835 3.631 3.155
C 6.195 4.154 2.092
C 4.825 4.102 1.992
C 8.341 3.599 3.167
H -1.913 4.072 2.786
H -1.981 2.352 3.290
H -1.842 2.901 1.528
H -0.075 4.770 1.476
H 2.286 5.175 1.786
H 2.479 1.507 4.060
H 0.055 1.361 3.860
H 4.243 2.802 5.063
H 6.780 2.717 4.955
H 6.810 4.484 1.266
H 4.290 4.508 1.145
H 8.655 2.576 2.955
H 8.666 3.861 4.168
H 8.714 4.243 2.386
C -5.626 -4.026 -7.466
C -4.973 -3.474 -6.220
C -5.201 -1.988 -5.988
O -4.734 -1.537 -4.745
C -3.319 -1.214 -4.726
N -5.461 -4.249 -5.014
H -6.434 -3.968 -4.815
H -5.507 -5.257 -5.203
H -4.917 -4.070 -4.164
H -5.329 -5.046 -7.708
H -5.219 -3.431 -8.290
H -6.712 -3.938 -7.472
H -3.892 -3.633 -6.259
H -6.266 -1.731 -6.020
H -4.682 -1.422 -6.773
H -2.716 -2.092 -4.985
H -2.990 -0.812 -3.770
H -3.173 -0.382 -5.430
C -3.014 -3.438 0.965
C -3.801 -2.225 0.548
C -5.196 -2.438 0.011
O -5.837 -1.262 -0.227
C -5.583 -0.732 -1.520
N -3.781 -1.208 1.663
H -4.394 -1.513 2.437
H -2.876 -1.199 2.163
H -4.025 -0.244 1.426
H -3.144 -4.230 0.222
H -3.374 -3.904 1.889
H -1.947 -3.246 1.044
H -3.191 -1.731 -0.217
H -5.795 -2.992 0.739
H -5.027 -3.020 -0.904
H -5.921 0.296 -1.556
H -6.057 -1.353 -2.289
H -4.509 -0.723 -1.768
C 5.735 -2.006 3.180
C 4.420 -1.228 3.048
C 4.421 -0.252 1.900
O 3.177 0.369 1.617
C 3.179 0.975 0.331
N 3.317 -2.169 2.898
H 3.181 -2.828 3.672
H 2.412 -1.655 2.898
H 3.369 -2.674 2.007
H 5.961 -2.224 4.214
H 6.543 -1.413 2.744
H 5.687 -2.878 2.526
H 4.278 -0.681 3.984
H 4.854 -0.800 1.040
H 5.179 0.536 2.066
H 3.805 0.425 -0.376
H 3.630 1.984 0.400
H 2.179 1.119 -0.101
B -0.455 -1.162 2.694
F -1.565 -1.658 3.402
F 0.176 -2.136 1.875
F -0.914 -0.094 1.917
F 0.543 -0.742 3.682
*
```

energy: -3016.4884 Ha
HOMO-LUMO gap: 5.858 eV
HOMO: -14.4655 eV
lowest unoccupied orbital energy: -8.607 eV

***

No. 2
DFT (wB97M-V/def2-TZVPD) results for C12H13BrN5O4Pd as an isolated structure in a non-equilibrium geometry.

The geometry in ORCA input format:
```
! RIJCOSX wB97M-V def2-TZVPD def2/J DEFGRID3
* xyz -1 1
Pd 1.937 -16.603 -3.083
O 2.399 -21.968 -2.048
C 2.895 -20.695 -1.885
C 4.015 -20.402 -1.128
C 4.181 -19.075 -0.790
N 3.477 -18.115 -1.356
C 2.613 -18.363 -2.248
Br -0.437 -17.317 -2.741
C 2.244 -19.665 -2.646
H 3.081 -22.612 -1.779
H 4.554 -21.175 -0.609
H 4.942 -18.722 -0.066
H 1.448 -19.893 -3.366
N 2.164 -15.452 -1.114
N 3.526 -15.307 -0.923
C 4.430 -15.543 -2.058
O 5.626 -15.421 -1.947
O 3.848 -15.918 -3.191
H 1.543 -14.642 -1.196
H 1.720 -16.139 -0.518
H 3.930 -15.759 -0.089
N 0.101 -9.877 -3.904
C -0.596 -11.032 -4.176
O -1.793 -10.990 -4.479
C 0.053 -12.342 -4.035
C 1.427 -12.496 -3.743
C 1.961 -13.784 -3.812
N 1.158 -14.864 -3.942
C -0.075 -14.679 -4.426
C -0.673 -13.437 -4.470
H -0.294 -8.984 -4.153
H 1.001 -9.923 -3.459
H 1.969 -11.603 -3.412
H 3.000 -13.988 -3.759
H -0.596 -15.578 -4.828
H -1.734 -13.352 -4.761
*
```

energy: -3741.7880 Ha
HOMO-LUMO gap (spin up / spin down): 5.568 / 5.568 eV
HOMO (spin up / spin down): -3.4924 / -3.4918 eV
lowest unoccupied orbital energy (spin up / spin down): 2.076 / 2.076 eV

***

No. 3
DFT (wB97M-V/def2-TZVPD) results for C26H30IN4O5Pt as an isolated structure.

The geometry in ORCA input format:
```
! RIJCOSX wB97M-V def2-TZVPD def2/J DEFGRID3
* xyz 3 1
Pt 0.059 -1.697 -0.166
C -3.484 -1.351 2.818
C -2.241 -0.569 3.111
N -2.160 0.090 4.248
C -1.080 0.818 4.542
C 0.011 0.941 3.708
C 1.218 1.736 4.148
O 2.401 0.938 4.112
C -0.040 0.249 2.473
C 1.148 0.247 1.668
N 1.475 -0.542 0.685
C 2.871 -0.623 0.299
C 3.867 -0.152 1.157
C 5.199 -0.203 0.779
C 5.577 -0.754 -0.435
C 4.611 -1.293 -1.271
C 3.285 -1.219 -0.886
I 1.884 -2.164 -2.116
C -1.187 -0.498 2.176
O -1.408 -1.075 0.988
H -4.164 -1.259 3.660
H -3.255 -2.409 2.669
H -3.982 -0.983 1.920
H -1.085 1.305 5.511
H 1.038 2.137 5.144
H 1.371 2.595 3.487
H 2.683 0.728 5.009
H 1.914 0.947 1.970
H 3.624 0.225 2.142
H 5.951 0.173 1.460
H 6.619 -0.802 -0.721
H 4.898 -1.773 -2.197
C -1.318 -6.168 1.992
O -0.378 -5.044 1.954
C -0.471 -4.101 1.100
O 0.399 -3.180 1.143
N -1.466 -4.064 0.185
N -1.482 -3.002 -0.751
H -0.971 -6.783 2.813
H -1.255 -6.724 1.057
H -2.320 -5.795 2.199
H -2.154 -4.799 0.089
H -2.352 -2.470 -0.655
H -1.414 -3.378 -1.697
C -2.030 5.050 -4.926
C -1.551 3.935 -4.066
C -2.323 2.776 -3.898
C -1.898 1.726 -3.125
C -2.782 0.524 -2.985
C -0.619 1.832 -2.473
C -0.078 0.835 -1.677
O -0.617 -0.316 -1.450
C 0.178 3.024 -2.634
C 1.519 3.198 -1.972
C -0.307 4.033 -3.422
H -3.073 4.932 -5.210
H -1.427 5.086 -5.838
H -1.897 6.009 -4.424
H -3.284 2.715 -4.393
H -3.705 0.672 -3.540
H -3.034 0.348 -1.937
H -2.290 -0.370 -3.372
H 0.891 1.026 -1.219
H 2.236 2.441 -2.295
H 1.440 3.163 -0.883
H 1.937 4.167 -2.231
H 0.277 4.935 -3.555
*
```

energy: -2019.9753 Ha
HOMO-LUMO gap: 6.091 eV
HOMO: -16.7419 eV
lowest unoccupied orbital energy: -10.651 eV

***

No. 4
DFT (wB97M-V/def2-TZVPD) results for one molecule with the formula CH4O3S in a non-equilibrium geometry.

The geometry in ORCA input format:
```
! RIJCOSX wB97M-V def2-TZVPD def2/J DEFGRID3
* xyz 0 1
C 0.814 0.285 -0.304
O -1.583 1.265 -0.560
O -2.423 -0.403 1.715
O -1.100 -0.530 1.161
S -0.667 1.000 0.525
H 1.711 -0.062 0.237
H 1.092 1.235 -0.705
H 0.480 -0.567 -0.980
H -3.001 -0.644 0.888
*
```

energy: -664.2641 Ha
HOMO-LUMO gap: 10.707 eV
HOMO: -9.9567 eV
lowest unoccupied orbital energy: 0.750 eV

***

No. 5
DFT (wB97M-V/def2-TZVPD) results for C11H34Br2N13O10S2 as an isolated structure in a non-equilibrium geometry.

The geometry in ORCA input format:
```
! RIJCOSX wB97M-V def2-TZVPD def2/J DEFGRID3
* xyz -1 1
C 3.146 -2.522 -0.500
C 3.416 -1.072 -0.871
S 2.287 0.058 -0.092
O 2.337 -0.232 1.320
O 2.785 1.393 -0.363
N 0.843 -0.082 -0.788
S -0.261 -0.782 0.144
O -0.738 0.040 1.214
O 0.036 -2.136 0.522
C -1.690 -0.879 -0.982
Br -1.330 -2.146 -2.393
C -2.896 -1.238 -0.091
C -3.853 -2.260 -0.685
Br -3.886 0.359 0.402
H 2.933 -2.643 0.550
H 4.009 -3.116 -0.767
H 2.327 -2.897 -1.100
H 3.296 -0.957 -1.942
H 4.404 -0.791 -0.527
H -1.795 0.114 -1.391
H -2.479 -1.703 0.791
H -4.724 -2.291 -0.040
H -3.377 -3.229 -0.591
H -4.118 -2.037 -1.707
C 2.484 -6.255 0.483
O 2.749 -5.154 0.055
N 1.307 -6.893 0.187
N 3.339 -6.953 1.303
H 1.063 -7.801 0.531
H 0.661 -6.402 -0.403
H 4.206 -6.508 1.539
H 3.140 -7.862 1.671
C 6.598 2.704 -1.074
O 7.713 2.826 -0.579
N 6.286 3.267 -2.290
N 5.586 2.023 -0.491
H 5.384 3.185 -2.719
H 7.008 3.781 -2.757
H 5.769 1.597 0.398
H 4.662 1.921 -0.891
C -7.303 2.181 -0.339
O -6.906 1.413 -1.190
N -6.811 2.226 0.939
N -8.303 3.092 -0.581
H -7.155 2.867 1.630
H -6.072 1.594 1.201
H -8.699 3.102 -1.501
H -8.642 3.738 0.108
C -1.857 1.555 -4.069
O -2.541 0.676 -3.585
N -2.403 2.661 -4.675
N -0.492 1.511 -4.038
H -1.859 3.400 -5.076
H -3.403 2.718 -4.703
H -0.068 0.718 -3.586
H 0.097 2.225 -4.421
C -6.966 5.113 3.770
O -7.786 5.072 2.865
N -5.727 4.552 3.663
N -7.231 5.728 4.963
H -5.039 4.572 4.392
H -5.500 4.097 2.796
H -8.134 6.150 5.070
H -6.577 5.776 5.720
C 6.876 -1.706 1.482
O 6.355 -1.834 0.392
N 8.234 -1.786 1.666
N 6.138 -1.466 2.608
H 8.681 -1.677 2.556
H 8.796 -1.953 0.854
H 5.140 -1.395 2.494
H 6.535 -1.349 3.519
*
```

energy: -7848.4753 Ha
HOMO-LUMO gap: 7.619 eV
HOMO: -5.6495 eV
lowest unoccupied orbital energy: 1.969 eV

***

No. 6
DFT (wB97M-V/def2-TZVPD) results for one molecule with the formula C3H5N3 in a non-equilibrium geometry.

The geometry in ORCA input format:
```
! RIJCOSX wB97M-V def2-TZVPD def2/J DEFGRID3
* xyz 0 1
C 0.658 -0.280 1.617
N 0.130 -0.248 0.185
C -1.167 0.116 -0.589
C -0.715 0.390 -1.846
N 0.763 0.244 -1.822
N 1.131 -0.095 -0.662
H 1.187 0.653 1.872
H -0.174 -0.406 2.301
H 1.379 -1.098 1.819
H -2.104 0.048 -0.030
H -1.087 0.676 -2.845
*
```

energy: -281.5002 Ha
HOMO-LUMO gap: 10.774 eV
HOMO: -9.8820 eV
lowest unoccupied orbital energy: 0.892 eV
structure (SMILES): Cn1ccnn1

***

Q: What is the formula in the sixth record?
A: C3H5N3